## A
The following is a quantum chemistry calculation of 2 unconnected molecules or ions with the total composition C6H12N3, from the Open Molecules 2025 dataset.

Computed properties:
Charge: +1
HOMO-LUMO gap (alpha / beta) in Ha: 0.264 / 0.260
Highest occupied orbital energy (alpha / beta) in eV: -11.309 / -10.935

Each line ends with the Mulliken charge.
Atoms and positions in Å:
N 0.72686 -0.46885 -0.18095  0.2755
N 0.62551 1.72367 0.73454  -0.0267
N 0.87145 -1.15261 0.98632  -0.2977
C 0.48709 0.87507 -0.24929  -0.2156
C 0.86957 -1.36495 -1.17648  -0.0517
C 0.62454 3.07046 0.71250  -0.3900
C 1.02041 -2.45140 0.75701  0.0252
C 1.06046 -2.62473 -0.62380  -0.7712
C -2.47762 0.32924 -0.54337  -0.8345
H -2.94920 -0.70927 -0.53833  0.2542
H 1.05561 3.56388 1.51379  0.2786
H 1.29370 -3.56757 -1.17429  0.3729
H 1.03353 -3.21653 1.54497  0.4285
H 0.77657 -0.83862 1.85245  0.0338
H 0.81648 1.17770 1.57337  0.0569
H -2.40346 0.57739 0.48547  0.2212
H -1.48908 0.38777 -1.07094  0.1425
H 0.24563 3.62091 -0.15502  0.2529
H 0.32059 1.10836 -1.29184  0.5176
H -3.24750 1.03238 -0.93638  0.3117
H 0.73886 -1.07230 -2.21974  0.4160


## B
The following is a quantum chemistry calculation of a gas-phase ion, C6H12N3 (charge +1), from the Open Molecules 2025 dataset.

Computed properties:
Charge: +1
SMILES: C\C=N/N=C\[N+](C)=C\C
HOMO-LUMO gap (alpha / beta) in Ha: 0.308 / 0.308
Highest occupied orbital energy (alpha / beta) in eV: -12.924 / -12.924

Each line ends with the Mulliken charge.
Atoms and positions in Å:
N -0.88422 1.19077 0.31287  0.1257
N 1.55184 -0.74619 0.91396  -0.2824
N 0.63536 -0.20786 1.65754  -0.2138
C -0.42965 1.78956 -2.07486  -1.1731
C 2.07062 -1.87702 0.55756  0.0071
C 1.52753 -3.25791 0.62997  -0.8958
C -2.25877 1.62837 0.26209  -0.9648
C -0.13669 1.28172 -0.73138  0.2467
C -0.32461 0.58963 1.50115  -0.0194
H -2.54456 2.64334 0.02714  0.3503
H 3.03967 -1.64316 0.26249  0.4432
H -1.23405 2.45464 -2.36338  0.3583
H 0.52834 2.23644 -2.36886  0.3840
H -0.78251 1.01157 2.42863  0.3872
H 0.77494 0.69914 -0.90717  0.3102
H 2.26096 -3.83718 1.32837  0.2619
H 1.66217 -3.79965 -0.30655  0.3140
H -2.86484 1.02219 -0.50298  0.3729
H -2.65018 1.29438 1.22102  0.3702
H 0.42878 -3.35735 0.87222  0.2803
H -0.37015 0.88455 -2.71983  0.3373


## C
The following is a quantum chemistry calculation of a gas-phase ion, C6H12N3 (charge +1), from the Open Molecules 2025 dataset.

Computed properties:
Charge: +1
SMILES: N[C@@H]1CCC(=[NH2+])C=NC1
HOMO-LUMO gap in Ha: 0.279
Highest occupied orbital energy in eV: -12.999

Each line ends with the Mulliken charge.
Atoms and positions in Å:
N -2.46309 -0.22714 -0.75315  -0.3349
N 0.18313 1.93028 0.43688  -0.3914
N 1.22598 0.04039 -1.43529  -0.5266
C -0.90543 1.52651 -0.04580  -0.1542
C -1.47638 0.15956 0.06572  0.4899
C -0.74382 -0.65731 1.10937  -0.6317
C 1.34020 1.19172 0.61267  -1.0403
C 0.50283 -1.38520 0.44150  -0.9978
C 1.42655 -0.26060 -0.04490  0.2121
H 1.71845 1.19150 1.57260  0.4755
H 0.70695 -0.74472 -1.84840  0.1647
H -2.91893 -1.06665 -0.49397  0.2697
H 1.99305 0.20867 -2.01944  0.2173
H -0.10947 -0.15438 1.87007  0.3608
H -1.45922 -1.43824 1.55338  0.4578
H 0.78987 -1.95274 1.28526  0.3674
H -2.68037 0.34515 -1.55991  0.2674
H 2.09447 1.83217 -0.05369  0.3980
H 2.36483 -0.74981 0.02227  0.5092
H -1.66682 2.15049 -0.41496  0.4540
H 0.07722 -1.93965 -0.30023  0.4332


C ends up most stable, edging out the next structure by 22.4 kcal/mol.


## A
The following is a quantum chemistry calculation of 2 unconnected molecules or ions with the total composition C6H12N3, from the Open Molecules 2025 dataset.

Computed properties:
Charge: +1
HOMO-LUMO gap in Ha: 0.378
Highest occupied orbital energy in eV: -13.146

Each line ends with the Mulliken charge.
Atoms and positions in Å:
N -3.12646 -0.31010 0.24699  -0.0183
N 2.06027 -0.57502 0.10940  -0.4866
N -1.38464 -0.58501 -0.92774  -0.0117
C -2.65926 1.33675 -1.45406  -0.9679
C -2.48923 -1.45531 0.72468  -0.3016
C -2.41264 0.14519 -0.71466  0.5115
C 2.22905 0.69772 0.09653  0.0881
C -1.25819 -1.48966 0.08142  -0.2831
C 3.56385 1.58615 0.45929  -0.9832
H -3.93294 -0.01694 0.71169  0.1431
H 1.36412 1.18248 -0.17266  0.2630
H 2.97062 -0.97028 0.19278  0.2191
H -3.17300 1.12811 -2.46556  0.2748
H -2.64867 -2.08733 1.62057  0.3560
H -0.62514 -0.17594 -1.47604  0.2902
H -1.65841 1.74646 -1.63292  0.3300
H 3.90849 1.55116 1.42563  0.3564
H 4.40911 1.21829 -0.00942  0.3450
H -3.31902 2.00403 -0.84989  0.3311
H 3.15373 2.65397 0.10959  0.2300
H -0.59117 -2.40928 0.16424  0.3141


## B
The following is a quantum chemistry calculation of a molecular structure, C6H12N3, from the Open Molecules 2025 dataset.

Computed properties:
Charge: +1
HOMO-LUMO gap in Ha: 0.366
Highest occupied orbital energy in eV: -13.998

Each line ends with the Mulliken charge.
Atoms and positions in Å:
N 0.11711 -0.54035 0.27771  -0.2686
N 1.55611 1.66390 0.20679  0.1074
N 0.14796 1.76072 0.11164  -0.7000
C -2.25114 -0.44262 0.08851  -0.1420
C 1.33977 -0.63473 -0.01356  0.7102
C -3.44656 0.27888 -0.39471  -1.1601
C 1.99699 0.53645 -0.65727  -0.7707
C 2.02738 -1.89313 0.48734  -1.0440
C -0.55641 0.63295 -0.06988  0.1018
H 3.07600 0.50822 -0.70700  0.3381
H -4.35730 -0.21492 -0.14811  0.4330
H 1.65356 0.83850 -1.61629  0.3182
H 1.81147 1.58773 1.19820  0.3565
H -3.53456 0.29294 -1.43667  0.3489
H 1.66621 -2.72106 -0.27003  0.2821
H 2.00020 2.59877 -0.05593  0.3939
H 1.43096 -1.98843 1.41948  0.3356
H -1.85285 -1.19602 -0.52986  0.3392
H 3.03943 -1.74468 0.83164  0.3773
H -2.23462 -0.59024 1.13714  0.3612
H -3.62973 1.26712 0.14085  0.2822


## C
The following is a quantum chemistry calculation of a molecular structure, C6H12N3, from the Open Molecules 2025 dataset.

Computed properties:
Charge: +1
HOMO-LUMO gap in Ha: 0.352
Highest occupied orbital energy in eV: -12.718

Each line ends with the Mulliken charge.
Atoms and positions in Å:
N -0.32570 1.83449 -0.28927  -0.1043
N 0.67086 -2.12807 -0.51955  -0.0321
N -0.36333 -0.83088 0.88671  -0.0148
C -0.01535 -3.09969 1.73128  -0.9188
C 0.57070 -0.86083 -1.14038  -0.3387
C 0.46610 2.26956 -1.35894  -0.9797
C 0.01481 -0.06711 -0.19359  0.1194
C 0.12348 -2.08739 0.69578  0.1937
C -0.10969 2.39344 0.98890  -0.8665
H 1.50823 2.45813 -1.27259  0.3317
H -0.75956 -3.87151 1.50849  0.3023
H -0.07985 3.13948 -1.59358  0.4455
H -0.55581 3.39630 1.14868  0.3226
H 0.75931 -2.95828 -1.05664  0.2864
H -0.59578 1.77035 1.65888  0.3029
H 0.95317 2.50431 1.25054  0.3384
H 0.22607 1.60706 -2.31769  0.3016
H 0.94636 -3.59926 1.91185  0.3384
H 0.85416 -0.80171 -2.16994  0.4154
H -0.32666 -2.42669 2.64501  0.2411
H -0.97431 -0.60870 1.69979  0.3154


A ends up most stable, edging out the next structure by 24.1 kcal/mol.


## A
The following is a quantum chemistry calculation of 4 unconnected molecules or ions with the total composition C3H12O5, from the Open Molecules 2025 dataset.

Computed properties:
HOMO-LUMO gap in Ha: 0.121
Highest occupied orbital energy in eV: -8.259

Each line ends with the Mulliken charge.
Atoms and positions in Å:
O 0.80127 0.90520 0.20326  -0.8776
O 2.83606 2.38299 1.50654  -0.7535
O 0.76753 -1.04756 -1.87561  -0.3623
O -1.87553 0.68684 -0.30267  -0.3508
O 0.89045 1.34748 2.67552  -0.9866
C -2.34078 -0.66010 -0.69317  -0.3248
C -0.41971 -1.89568 -1.90372  -0.2964
C -1.31316 -1.70001 -0.75274  0.0352
H -2.81773 -0.46811 -1.68568  0.2703
H -3.13654 -0.90790 0.01820  0.2997
H -0.90924 0.62781 -0.12916  0.4700
H 0.76919 0.99145 1.21706  0.3825
H -0.87874 -1.68684 -2.88461  0.2880
H 2.13701 1.96859 2.17620  0.4307
H 0.72763 -0.52507 -1.09317  0.4102
H 0.97179 0.69535 3.40477  0.1990
H -0.01951 -2.96073 -1.94371  0.2685
H 3.47669 2.93927 1.98461  0.2522
H 1.48055 1.58403 -0.06277  0.2978
H -1.14722 -2.27702 0.14085  0.3479


## B
The following is a quantum chemistry calculation of 4 unconnected molecules or ions with the total composition C3H12O5, from the Open Molecules 2025 dataset.

Computed properties:
SMILES: O=CCCO.O.O.O
HOMO-LUMO gap in Ha: 0.367
Highest occupied orbital energy in eV: -9.939

Each line ends with the Mulliken charge.
Atoms and positions in Å:
O -1.59721 3.03454 -0.85601  -0.5956
O -1.44404 -0.56700 -2.77093  -0.5989
O 0.80834 -2.28983 1.55902  -0.5190
O -2.68858 0.71436 0.60142  -0.6009
O 1.37976 0.85615 -1.33331  -0.4209
C 1.99827 0.26486 -0.49558  -0.0410
C 1.88079 -1.36364 1.40212  -0.3410
C 1.50309 0.00424 0.91089  -0.3726
H 2.38737 -1.37308 2.37263  0.3000
H 0.07256 -2.08926 0.97699  0.2746
H -2.33062 -0.54591 -3.14939  0.3057
H -1.28596 -1.41755 -2.34404  0.2963
H -1.38619 3.26235 0.04514  0.2832
H -3.54088 0.35994 0.87562  0.2881
H 2.70137 -1.88770 0.88156  0.2999
H 0.48564 0.35545 1.10036  0.2381
H -1.82479 2.12773 -1.05977  0.3139
H 1.99721 0.77967 1.52645  0.2693
H 2.99172 -0.17018 -0.71495  0.3120
H -2.10785 -0.05514 0.47177  0.3087


B ends up most stable, edging out the next structure by 106.7 kcal/mol.


## A
The following is a quantum chemistry calculation of a molecular structure, C2H3O2S2, from the Open Molecules 2025 dataset.

Computed properties:
Charge: -1
HOMO-LUMO gap in Ha: 0.219
Highest occupied orbital energy in eV: -3.612

Each line ends with the Mulliken charge.
Atoms and positions in Å:
S 0.13876 -0.94766 -0.83774  -0.6304
S 0.28834 1.26590 3.04711  -0.2117
O 0.75382 -3.10687 -2.54615  -0.4855
O -0.48442 -3.68255 -0.80483  -0.4634
C 0.10296 -3.09532 -1.59466  0.6128
C 1.21943 1.93816 1.96304  -0.2704
H 0.06248 -1.13187 0.41354  -0.0216
H 2.08624 1.46088 1.56669  0.2413
H 1.23063 3.02314 1.83829  0.2290


## B
The following is a quantum chemistry calculation of a gas-phase ion, C2H3O2S2 (charge -1), from the Open Molecules 2025 dataset.

Computed properties:
Charge: -1
SMILES: C=CS(=O)(=O)[S-]
HOMO-LUMO gap in Ha: 0.292
Highest occupied orbital energy in eV: -4.208

Each line ends with the Mulliken charge.
Atoms and positions in Å:
S 1.35917 0.51523 -0.03569  0.7387
S 1.49466 0.01809 1.79791  -0.4827
O 2.49454 0.08504 -0.83430  -0.5923
O 1.02584 1.92642 -0.30592  -0.5873
C -1.46519 -0.45852 0.29443  -0.4246
C -0.52530 -0.49222 -0.64573  -0.4164
H -0.52314 -0.65063 -1.70410  0.3493
H -1.31620 -0.15590 1.25104  0.2289
H -2.54439 -0.78751 0.18235  0.1863


A ends up most stable, edging out the next structure by 23.1 kcal/mol.